Entry 1:
# C12H7MgN2O5

A structure of composition C12H7MgN2O5 in a non-equilibrium geometry (ωB97M-V/def2-TZVPD, the OMol25 dataset).

```
27
Properties=species:S:1:pos:R:3:forces:R:3:nbo_charge:R:1
O 0.980 0.363 -1.060 -1.53 1.57 -2.13 -0.945
C 1.165 0.021 0.183 -0.14 -1.54 0.44 -0.260
Mg -0.712 1.560 -0.556 1.29 -2.34 0.32 1.671
O 0.695 4.737 -0.656 -2.02 -4.07 0.45 -0.347
C 0.173 3.715 -0.555 1.98 3.97 -0.45 0.427
C 2.233 -2.628 -0.248 1.44 -5.19 -2.01 0.672
O 2.140 -3.711 -0.575 -0.18 1.82 0.56 -0.303
C 1.438 0.638 1.270 0.29 -0.83 -0.52 0.374
O 1.860 0.862 2.334 0.53 1.10 2.53 -0.534
C -0.806 0.472 -2.589 2.72 -2.90 -3.21 0.382
O -0.244 -0.217 -3.343 -2.84 2.92 2.79 -0.409
H 1.909 -1.706 0.161 -1.69 4.69 1.59 0.214
N -3.596 0.694 2.319 -1.26 -0.41 1.09 -0.496
C -2.459 1.224 1.838 -0.93 -0.72 -0.37 0.237
N -2.131 0.586 0.717 1.30 0.89 0.23 -0.713
C -3.023 -0.486 0.556 0.04 0.99 -0.38 0.176
C -3.104 -1.377 -0.514 -0.47 -0.35 -0.09 -0.242
C -4.289 -2.113 -0.621 0.38 0.05 -0.06 -0.190
C -5.351 -1.958 0.289 0.22 0.49 0.78 -0.189
C -5.209 -1.084 1.379 -0.39 -0.36 0.14 -0.208
C -4.015 -0.381 1.539 0.75 0.20 -1.45 0.073
H -4.149 0.995 3.112 0.50 0.22 0.01 0.439
H -1.964 2.055 2.369 -0.16 -0.58 -0.68 0.237
H -2.274 -1.470 -1.226 -0.54 -0.01 0.27 0.227
H -4.427 -2.818 -1.436 0.17 0.14 0.07 0.234
H -6.289 -2.527 0.152 0.71 0.47 0.13 0.244
H -6.008 -0.911 2.088 -0.16 -0.21 -0.05 0.232
```
Forces are in eV/Å.

Calculated values
Charge   +1
HOMO-LUMO gap (spin up / spin down)   5.06 / 5.05 eV

Entry 2:
# C6H7F

The molecule C6H7F in a non-equilibrium geometry (ωB97M-V/def2-TZVPD, the OMol25 dataset).

```
14
Properties=species:S:1:pos:R:3:forces:R:3:nbo_charge:R:1
C 1.381 1.081 0.164 0.16 -0.41 0.14 0.036
C 0.274 0.126 -0.155 -1.60 0.07 1.22 -0.033
C -0.925 0.133 0.529 1.87 0.31 -0.10 -0.226
C -1.584 -1.153 0.352 0.88 0.15 -1.77 -0.232
C -0.916 -1.840 -0.605 -0.21 -0.14 -0.01 -0.174
C 0.339 -1.118 -1.025 -0.73 0.74 0.82 -0.493
H 2.006 0.681 0.978 -0.05 -0.17 -0.34 0.174
H 2.026 1.242 -0.704 -0.10 0.48 0.08 0.167
H -1.237 0.979 1.154 0.10 -0.64 -0.13 0.230
H -2.478 -1.482 0.805 -0.88 -0.11 0.40 0.217
H -1.258 -2.736 -1.116 0.14 0.02 0.38 0.210
H 0.294 -0.818 -2.074 0.05 -0.07 -0.14 0.249
H 1.222 -1.727 -0.878 0.35 -0.16 0.02 0.240
F 0.891 2.276 0.697 0.04 -0.08 -0.57 -0.364
```
Forces are in eV/Å.

Calculated values
SMILES   FCC1=CC=CC1
Charge   0
HOMO-LUMO gap   9.31 eV

Entry 3:
# C9H15P

The molecule C9H15P in a non-equilibrium geometry (ωB97M-V/def2-TZVPD, the OMol25 dataset).

```
25
Properties=species:S:1:pos:R:3:forces:R:3:nbo_charge:R:1
C -0.637 2.463 0.007 0.49 1.04 0.93 -0.552
C -1.342 1.283 -0.071 -0.38 -1.26 0.37 -0.175
C -0.696 0.068 -0.140 4.26 1.21 -1.95 0.142
C 1.292 0.505 -0.693 -4.57 0.79 1.37 -0.335
C -2.849 1.323 -0.125 0.47 -0.81 0.18 -0.628
C -1.798 -1.668 1.247 -1.63 -0.91 -2.55 -0.591
C 3.432 -0.085 0.389 0.17 1.86 5.01 -0.609
C -1.220 -1.314 -0.109 2.95 0.03 0.33 -0.494
C 2.528 -0.299 -0.750 0.86 0.12 -3.06 -0.518
P 1.090 2.084 0.012 -0.91 -0.01 0.40 0.725
H -1.107 3.478 0.325 1.04 -1.98 -0.88 0.246
H -2.968 1.716 -1.143 -1.01 0.12 0.46 0.231
H -3.126 1.998 0.700 -0.69 -0.24 -0.67 0.223
H -3.299 0.289 -0.036 0.29 1.42 -0.10 0.211
H -2.715 -1.061 1.431 0.53 -0.94 0.11 0.204
H -1.055 -1.422 1.921 1.27 0.04 1.88 0.211
H -1.926 -2.759 1.043 -0.58 0.66 1.47 0.215
H 2.974 -0.413 1.389 0.31 -0.09 -1.38 0.206
H 3.668 1.012 0.766 -0.65 -1.69 -1.68 0.214
H 4.394 -0.535 0.374 0.79 -0.73 -0.54 0.214
H -1.861 -1.502 -0.904 -1.73 -0.10 -1.48 0.214
H -0.379 -2.040 -0.357 -0.68 0.92 0.54 0.216
H 2.263 -1.359 -0.946 0.32 0.42 0.39 0.230
H 3.213 -0.002 -1.705 -1.90 -0.47 1.62 0.214
H 1.408 3.192 -0.726 0.99 0.60 -0.79 -0.014
```
Forces are in eV/Å.

Calculated values
Charge   0
HOMO-LUMO gap (spin up / spin down)   7.37 / 7.10 eV

Entry 4:
# C16H34N3O3P

A cluster of 4 separate species, C16H34N3O3P in total (ωB97M-V/def2-TZVPD, the OMol25 dataset).

```
57
Properties=species:S:1:pos:R:3:forces:R:3:nbo_charge:R:1
C -0.588 -3.172 2.576 0.06 0.07 -0.37 -0.617
C -0.621 -3.913 1.229 0.26 0.04 0.30 -0.712
P 0.437 -3.035 -0.006 -0.03 0.32 -0.04 0.853
C -0.498 -3.249 -1.574 -0.21 -0.06 -0.11 -0.725
C -1.549 -2.138 -1.680 0.01 -0.10 -0.18 -0.608
C 1.798 -4.314 -0.225 0.07 -0.24 0.03 -0.597
C 1.231 -5.655 -0.390 -0.05 0.03 -0.09 0.272
N 0.727 -6.680 -0.520 0.04 0.07 -0.01 -0.314
C 2.791 -3.987 -1.371 0.04 0.12 0.12 -0.300
C 3.612 -5.168 -1.674 -0.13 0.22 0.02 0.277
N 4.311 -6.050 -1.889 0.13 -0.21 -0.06 -0.294
C 3.758 -2.817 -1.062 0.02 -0.08 -0.10 -0.455
C 3.192 -1.455 -1.334 0.01 -0.06 -0.08 0.128
N 2.982 -0.633 -0.404 0.09 0.15 0.09 -0.576
H -0.832 -3.842 3.400 -0.11 0.07 0.03 0.207
H -1.256 -2.312 2.552 0.00 -0.12 0.15 0.239
H 0.410 -2.758 2.743 0.00 -0.10 0.16 0.206
H -0.235 -4.925 1.354 -0.19 -0.07 -0.07 0.231
H -1.635 -3.991 0.834 0.01 -0.04 0.01 0.228
H 0.201 -3.165 -2.410 -0.02 0.05 -0.01 0.212
H -0.979 -4.227 -1.663 0.11 -0.04 0.11 0.229
H -1.083 -1.152 -1.648 -0.01 0.01 0.06 0.208
H -2.279 -2.198 -0.871 0.03 0.03 0.03 0.210
H -2.094 -2.221 -2.622 -0.03 0.01 0.02 0.214
H 2.357 -4.303 0.716 -0.01 -0.06 0.00 0.270
H 2.219 -3.738 -2.267 0.05 -0.13 -0.09 0.247
H 4.112 -2.866 -0.032 -0.06 -0.03 0.01 0.236
H 4.616 -2.957 -1.723 0.06 0.09 0.08 0.239
H 3.015 -1.218 -2.391 -0.11 -0.06 0.00 0.149
H 2.615 0.245 -0.767 0.00 0.02 0.03 0.340
C -3.225 1.208 3.650 -0.05 -0.03 -0.09 -0.634
C -1.923 0.465 3.872 0.04 0.09 -0.01 -0.062
O -1.376 -0.037 2.654 -0.10 0.10 -0.02 -0.728
H -3.969 0.560 3.185 0.02 -0.03 0.03 0.206
H -3.626 1.579 4.594 0.01 0.01 0.01 0.211
H -3.056 2.064 2.993 -0.01 0.04 0.06 0.207
H -2.075 -0.404 4.512 0.02 -0.02 -0.02 0.172
H -1.195 1.122 4.358 -0.02 -0.01 0.05 0.167
H -1.203 0.717 2.083 0.05 -0.01 0.00 0.465
C -0.721 5.482 1.105 0.03 0.04 0.14 -0.636
C -1.416 4.234 1.609 -0.04 0.04 0.04 -0.061
O -1.208 4.010 3.001 0.02 -0.03 -0.06 -0.725
H 0.350 5.422 1.296 0.00 -0.01 -0.04 0.216
H -0.876 5.596 0.033 0.00 -0.02 0.00 0.223
H -1.106 6.370 1.614 -0.03 0.00 -0.02 0.194
H -1.014 3.353 1.107 -0.01 -0.01 -0.01 0.171
H -2.490 4.282 1.394 0.01 -0.03 -0.04 0.154
H -1.564 4.765 3.481 0.02 -0.01 0.02 0.463
C 0.389 5.464 -4.555 0.06 0.01 0.04 -0.635
C -0.234 4.766 -3.362 0.00 0.05 0.01 -0.061
O 0.336 5.189 -2.126 -0.05 -0.01 -0.08 -0.721
H 1.465 5.290 -4.578 -0.01 -0.01 -0.01 0.214
H -0.044 5.101 -5.488 -0.01 0.00 0.00 0.215
H 0.224 6.543 -4.503 -0.03 0.00 -0.02 0.199
H -0.058 3.692 -3.412 -0.01 -0.01 0.01 0.175
H -1.317 4.926 -3.351 -0.01 -0.04 -0.01 0.155
H 0.196 6.138 -2.047 0.06 0.01 0.01 0.460
```
Forces are in eV/Å.

Calculated values
SMILES   [H]/N=C/C[C@@H](C#N)[C@H](C#N)P(CC)CC.CCO.CCO.CCO
Charge   0
HOMO-LUMO gap   9.10 eV

| no. | molar mass (g/mol) | E_tot (eV) |
| --- | --- | --- |
| 1 | 283.502 | -31208.771 |
| 2 | 98.120 | -9051.569 |
| 3 | 154.193 | -18858.452 |
| 4 | 347.440 | -37042.924 |